Entry 1:
Here is a cluster of 12 separate species, C21H66O12 in total at a distorted geometry from OMol25. Energies are from ωB97M-V with the def2-TZVPD basis set.

```
99
Properties=species:S:1:pos:R:3:mulliken_charge:R:1
C -2.594 1.222 5.027 -1.307
C -2.694 0.452 3.708 0.414
O -1.439 -0.148 3.417 -0.526
H -2.479 0.606 5.914 0.348
H -3.434 1.916 5.086 0.372
H -1.702 1.852 4.952 0.242
H -2.962 1.122 2.892 -0.033
H -3.471 -0.299 3.882 0.303
H -1.441 -0.325 2.460 0.298
C 0.769 0.669 -0.116 0.037
C -0.432 -0.273 -0.218 0.758
O -0.568 -1.030 0.984 -0.260
H 1.677 0.101 -0.324 -0.147
H 0.798 1.291 0.774 -0.317
H 0.707 1.385 -0.945 0.136
H -0.271 -0.962 -1.048 -0.405
H -1.275 0.412 -0.311 0.185
H 0.063 -1.763 0.974 -0.124
C 3.335 2.853 -3.619 -0.734
C 2.687 3.846 -2.662 0.190
O 3.643 4.609 -1.938 -0.559
H 2.535 2.313 -4.143 0.305
H 3.717 1.999 -3.043 -0.013
H 4.057 3.243 -4.327 0.342
H 2.105 3.296 -1.919 -0.087
H 2.078 4.480 -3.307 0.285
H 3.886 4.147 -1.134 0.306
C 3.875 0.509 4.183 -1.179
C 3.928 0.191 2.682 0.319
O 3.201 1.202 1.989 -0.394
H 4.689 1.163 4.510 0.319
H 4.048 -0.393 4.781 0.355
H 2.959 0.994 4.512 0.325
H 3.477 -0.791 2.492 -0.169
H 4.953 0.156 2.319 0.265
H 2.271 1.086 2.207 0.105
C -5.352 1.118 0.285 -1.570
C -4.561 -0.097 -0.183 0.972
O -4.110 -0.746 1.016 -0.496
H -5.807 1.537 -0.619 0.408
H -4.717 1.809 0.823 0.266
H -6.235 0.787 0.833 0.435
H -3.645 0.231 -0.690 -0.445
H -5.078 -0.785 -0.857 0.268
H -3.401 -1.365 0.815 0.101
C -2.673 -3.789 -0.672 -0.438
C -4.187 -3.973 -0.742 -0.023
O -4.612 -4.624 -1.922 -0.551
H -2.323 -3.492 -1.665 0.175
H -2.173 -4.721 -0.413 0.354
H -2.416 -2.980 0.008 0.018
H -4.612 -2.963 -0.675 -0.132
H -4.553 -4.497 0.146 0.372
H -5.564 -4.740 -1.882 0.322
C -0.084 3.967 2.791 -0.389
C 1.264 4.638 2.925 -0.222
O 1.392 5.830 2.110 -0.549
H -0.011 2.981 3.248 0.113
H -0.307 3.858 1.723 -0.056
H -0.875 4.651 3.102 0.414
H 2.033 3.986 2.491 0.044
H 1.553 4.833 3.958 0.345
H 1.786 5.526 1.290 0.308
C 0.837 -5.206 1.590 -1.223
C 1.265 -4.166 0.572 -0.001
O 1.578 -2.906 1.186 -0.507
H 0.687 -6.148 1.053 0.378
H -0.164 -4.987 1.974 0.266
H 1.486 -5.343 2.452 0.336
H 0.486 -3.987 -0.168 0.112
H 2.135 -4.549 0.029 0.407
H 2.484 -2.973 1.499 0.201
C 1.187 -2.474 -4.183 -0.944
C 2.308 -2.295 -3.177 0.582
O 3.537 -1.932 -3.801 -0.608
H 0.286 -2.576 -3.569 0.020
H 1.362 -3.231 -4.943 0.384
H 0.969 -1.553 -4.734 0.287
H 2.383 -3.194 -2.554 0.097
H 2.057 -1.425 -2.553 -0.232
H 4.016 -1.365 -3.177 0.391
C 4.683 -0.753 -0.727 -0.290
O 5.178 -0.513 -2.038 -0.569
H 5.462 -0.630 0.025 0.368
H 3.898 -0.060 -0.412 0.065
H 4.250 -1.753 -0.750 0.140
H 6.085 -0.208 -2.068 0.304
C -2.678 3.245 -1.088 -0.313
O -1.497 2.714 -1.696 -0.430
H -2.455 3.656 -0.104 0.132
H -3.014 4.098 -1.693 0.289
H -3.397 2.426 -1.093 -0.040
H -1.809 2.047 -2.334 0.455
C -2.374 -0.696 -3.561 -0.114
O -2.459 0.713 -3.296 -0.503
H -1.575 -1.101 -2.944 -0.340
H -3.317 -1.156 -3.262 0.282
H -2.097 -0.877 -4.599 0.374
H -3.214 1.048 -3.790 0.245
```

The value obtained for the LUMO energy is 0.32 eV. The value obtained for the energy relative to the best compared isomer or geometry (same formula, charge and spin) is 507.6 kJ/mol. For the orbital gap, the calculation gives 9.766 eV. As for the SMILES: CCO.CCO.CCO.CCO.CCO.CCO.CCO.CCO.CCO.CO.CO.CO. As for the HOMO energy: -0.347 Ha. The total energy is -1742.38893 hartree.

---

Entry 2:
Here is a structure of composition C21H66O27P6 at a distorted geometry from OMol25. Energies are from ωB97M-V with the def2-TZVPD basis set.

```
120
Properties=species:S:1:pos:R:3:mulliken_charge:R:1
C 8.466 6.370 10.645 -0.270
O 9.443 6.756 9.644 -0.525
H 8.141 5.366 10.369 0.438
H 8.900 6.334 11.644 -0.065
H 7.639 7.078 10.694 0.406
H 9.052 6.590 8.783 0.322
C 10.589 7.468 11.680 -0.624
O 10.730 6.855 12.935 -0.664
H 11.501 8.053 11.557 -0.195
H 10.570 6.763 10.849 0.432
H 9.630 7.983 11.744 0.410
H 11.531 6.357 13.112 0.297
C 6.864 9.394 19.333 -0.789
O 6.306 8.132 19.700 -0.525
H 6.092 10.163 19.307 0.320
H 7.527 9.694 20.144 0.363
H 7.410 9.404 18.390 0.264
H 7.070 7.614 19.963 0.333
C 5.302 5.854 15.113 -1.500
O 4.048 5.403 15.678 -0.124
P 2.585 5.670 15.066 1.030
O 1.492 4.672 15.373 -0.745
O 2.937 5.759 13.454 -0.414
C 3.476 4.692 12.654 -0.662
O 2.279 7.191 15.451 -0.403
C 2.644 7.606 16.767 0.614
H 5.651 5.140 14.367 0.467
H 5.996 5.895 15.953 0.366
H 5.297 6.850 14.669 0.916
H 2.637 4.343 12.052 0.282
H 3.900 3.976 13.358 0.349
H 4.218 4.997 11.917 0.178
H 2.195 6.958 17.521 -0.037
H 2.270 8.624 16.870 0.352
H 3.726 7.564 16.898 -0.804
C 12.652 11.603 14.694 -0.314
O 11.265 11.329 15.056 -0.211
P 10.711 11.750 16.560 1.122
O 11.146 10.916 17.737 -0.788
O 11.040 13.330 16.618 -0.346
C 12.077 13.893 17.385 -0.637
O 9.119 11.763 16.305 -0.380
C 8.357 10.843 15.501 0.156
H 13.214 12.228 15.388 0.251
H 12.822 12.027 13.704 -0.038
H 13.157 10.639 14.640 0.401
H 12.029 13.502 18.401 0.301
H 11.844 14.952 17.488 0.246
H 13.031 13.690 16.897 0.255
H 9.015 10.145 14.984 0.197
H 7.820 11.502 14.819 0.193
H 7.656 10.321 16.153 -0.035
C 10.092 7.701 14.721 -0.326
O 8.984 8.552 14.366 -0.395
P 7.507 8.429 14.990 -0.147
O 6.691 9.700 15.120 -0.767
O 6.842 7.378 13.956 -0.329
C 7.488 6.208 13.591 -0.421
O 7.627 7.651 16.398 1.047
C 6.573 7.233 17.335 -0.929
H 11.060 8.157 14.516 -1.605
H 10.025 6.721 14.247 0.565
H 10.048 7.487 15.789 0.823
H 7.970 5.655 14.397 0.654
H 8.244 6.449 12.844 -1.094
H 6.721 5.635 13.071 0.576
H 6.293 7.909 18.143 0.792
H 6.651 6.250 17.799 0.745
H 5.642 7.151 16.773 -1.101
C 3.565 2.205 20.227 -0.910
O 4.088 3.250 19.431 -0.247
P 3.645 4.798 19.725 0.605
O 3.907 5.290 21.128 -0.749
O 4.602 5.575 18.629 0.445
C 4.999 6.920 18.729 -1.127
O 2.071 4.836 19.172 -0.186
C 1.107 5.652 19.678 -0.859
H 2.623 1.853 19.808 0.339
H 3.144 2.428 21.207 0.369
H 4.104 1.275 20.406 0.295
H 5.850 7.242 18.129 -0.465
H 5.421 7.231 19.684 1.140
H 4.114 7.552 18.658 0.635
H 1.450 6.425 20.366 0.375
H 0.448 5.032 20.284 0.276
H 0.521 6.034 18.842 0.271
C 16.524 8.770 13.143 -0.803
O 15.219 9.259 13.518 -0.280
P 14.069 9.238 12.386 0.784
O 13.881 7.908 11.625 -0.738
O 12.788 9.725 13.262 -0.183
C 12.215 8.914 14.154 -0.717
O 14.425 10.510 11.344 -0.360
C 14.637 11.838 11.751 -0.472
H 16.470 8.013 12.360 0.359
H 17.065 8.363 13.998 0.248
H 17.062 9.608 12.701 0.293
H 11.161 9.129 14.330 0.973
H 12.636 9.085 15.145 0.186
H 12.467 7.908 13.820 1.064
H 14.131 12.559 11.109 0.274
H 15.652 12.235 11.745 0.303
H 14.350 11.867 12.802 0.060
C 9.949 2.126 17.745 -0.803
O 10.487 3.382 17.596 -0.341
P 10.105 4.318 16.305 0.531
O 10.103 3.617 14.983 -0.769
O 8.862 5.310 16.666 0.549
C 8.818 6.062 17.825 -0.767
O 11.235 5.434 16.397 -0.029
C 12.556 4.996 16.416 -0.932
H 9.231 1.875 16.964 0.341
H 9.566 1.975 18.754 0.276
H 10.703 1.343 17.663 0.287
H 9.797 6.014 18.302 0.552
H 7.988 5.772 18.471 0.550
H 8.497 7.064 17.541 0.226
H 13.009 5.479 17.282 0.335
H 13.091 5.242 15.498 0.221
H 12.711 3.917 16.386 0.324
```

The value obtained for the LUMO energy is 0.33 eV. The value obtained for the energy relative to the best compared isomer or geometry (same formula, charge and spin) is 2588.1 kJ/mol. For the orbital gap, the calculation gives 9.224 eV. As for the HOMO energy: -0.327 Ha. The total energy is -4918.85460 hartree.

---

> What is the formula in the second record?

C21H66O27P6

---

> The highest energy relative to the best compared isomer or geometry (same formula, charge and spin) belongs to which entry?

C21H66O27P6

---

> Among the records above, which one has the highest HOMO?

C21H66O27P6

---

> Which of these has the lowest energy relative to the best compared isomer or geometry (same formula, charge and spin)?

C21H66O12